ORCA calculation (the ωB97M-V functional and the def2-TZVPD basis) on a single C20H30N2O5 molecule.

Computed properties:
HOMO: -7.93 eV
Lowest unoccupied orbital energy: 0.7 eV
E: -34444.956 eV
Relative energy (zero: lowest compared OMol25 entry of this formula, charge and spin): 63.2 kcal per mole
Kohn-Sham gap: 8.7 eV

Geometry as ORCA input:
```
! wB97M-V def2-TZVPD RIJCOSX def2/J DEFGRID3
* xyz 0 1
C 0.46 0.53 -2.20
H -2.95 4.42 -3.38
H -2.55 -4.54 4.17
H 3.21 2.61 -4.51
H -0.08 0.38 1.85
C -0.74 1.03 -1.73
C -0.27 -1.94 4.42
H -1.77 5.13 -2.25
H 2.06 0.79 -3.60
H 2.69 3.38 -6.02
C 2.42 2.65 -5.26
O 2.08 0.70 1.05
C -0.58 2.91 -3.23
H -2.39 -2.06 4.14
C 0.63 2.37 -3.72
H 2.86 -0.03 -1.68
H 3.78 -2.30 -1.23
C -1.41 -2.79 2.37
C -1.27 2.21 -2.22
C -1.26 -1.42 1.70
H 4.15 -0.67 0.56
C 0.95 -0.73 -1.59
H -2.17 -0.84 1.87
H 1.23 -2.22 1.82
C -0.07 -0.64 2.26
H -0.56 -3.43 2.12
H -0.80 -4.66 4.33
H -2.48 2.03 0.18
H -0.34 -1.84 5.51
H 2.15 -2.67 -0.62
O 1.21 3.11 -4.71
H -1.94 5.79 -3.90
H -2.31 -3.28 1.99
C 2.13 -0.50 1.20
H -1.12 -1.56 0.63
N 2.31 -0.87 -1.55
C -1.66 -4.03 4.55
N 1.18 -1.22 1.82
H -3.44 1.07 -0.99
C -1.96 4.88 -3.30
H -4.00 2.69 -0.50
H 0.76 -0.06 4.16
H -1.25 0.46 -0.97
C 1.15 1.20 -3.20
H 2.31 1.67 -5.73
H -1.75 -3.94 5.63
O 0.21 -1.59 -1.16
C -1.51 -2.66 3.89
C -3.12 2.08 -0.71
O -2.46 2.73 -1.78
O -0.95 4.07 -3.84
C 2.90 -1.89 -0.72
C 3.29 -1.33 0.66
H -1.00 0.05 4.07
H 3.55 -2.15 1.33
C -0.13 -0.56 3.79
H 0.62 -2.53 4.21
*
```

=====

ORCA calculation (the ωB97M-V functional and the def2-TZVPD basis) on a single C20H30N4O2 molecule in a non-equilibrium geometry.

Computed properties:
HOMO: -8.27 eV
Lowest unoccupied orbital energy: 0.2 eV
E: -31283.248 eV
Relative energy (zero: lowest compared OMol25 entry of this formula, charge and spin): 45.6 kcal per mole
Kohn-Sham gap: 8.5 eV

Geometry as ORCA input:
```
! wB97M-V def2-TZVPD RIJCOSX def2/J DEFGRID3
* xyz 0 1
C -2.57 3.24 -4.54
C 0.94 -3.08 3.52
C 2.83 0.68 0.45
C 2.73 -0.52 -2.06
C 0.51 2.40 1.33
N -0.40 1.92 -0.81
H -2.04 5.31 -4.85
C 1.70 0.32 -1.65
H 0.46 -1.51 1.44
H -0.96 -4.72 3.57
H -3.11 -4.79 2.56
H -1.19 -2.03 1.14
H -0.50 2.65 -4.38
C -0.96 -0.71 2.84
C -0.46 -1.85 1.93
H 4.67 -0.36 0.69
C -1.34 2.88 -3.71
C -1.60 1.67 -2.81
H -1.34 0.76 1.38
H 2.11 -1.34 2.94
H -3.20 4.68 -6.03
H -0.36 3.06 1.35
H 0.66 -2.58 4.46
H -1.82 0.80 -3.43
H 2.66 -0.97 -3.04
H -3.40 3.46 -3.87
C 1.74 0.93 -0.39
H -1.49 4.23 -6.13
H 1.41 2.97 1.57
C -2.40 -4.09 2.13
H -1.76 -3.19 3.98
C 3.79 -0.76 -1.22
O 1.17 1.07 3.24
H 2.88 1.13 1.43
H -2.85 2.38 -5.15
C 2.20 -2.42 2.97
H -1.95 -4.55 1.25
C 3.84 -0.16 0.03
N -0.78 0.57 2.20
N -0.16 -3.11 2.57
O 0.45 0.09 -3.67
H -2.95 -3.20 1.83
H -1.05 3.73 -3.09
C 0.56 0.56 -2.55
H -2.42 1.88 -2.13
C 0.62 1.76 -0.02
H -0.37 -0.68 3.76
H 3.04 -2.67 3.62
H -2.02 -0.84 3.10
H 1.17 -4.12 3.76
H 4.59 -1.41 -1.54
N -0.43 1.36 -2.01
C -2.31 4.44 -5.44
C 0.35 1.29 2.37
H 2.42 -2.79 1.97
C -1.32 -3.77 3.15
*
```

=====

ORCA calculation (the ωB97M-V functional and the def2-TZVPD basis) on a single C20H30N4O2 molecule in a non-equilibrium geometry.

Computed properties:
HOMO: -9.39 eV
Lowest unoccupied orbital energy: 0.7 eV
E: -31283.313 eV
Relative energy (zero: lowest compared OMol25 entry of this formula, charge and spin): 44.1 kcal per mole
Kohn-Sham gap: 10.1 eV

Geometry as ORCA input:
```
! wB97M-V def2-TZVPD RIJCOSX def2/J DEFGRID3
* xyz 0 1
H -1.19 -0.71 1.61
O -2.06 4.58 -1.17
C -1.89 2.34 -2.04
H 1.47 -3.58 3.54
C -1.36 1.39 1.79
H -2.57 5.42 1.25
N -1.68 2.89 0.30
C -1.53 3.58 1.48
C 1.19 -3.45 -0.92
H 0.66 -1.97 -3.33
C -0.91 -3.08 -2.33
H 0.67 0.61 -3.60
H -1.42 5.37 2.60
C 2.15 -0.15 1.13
C 2.40 -3.02 3.42
C -0.60 -0.55 -2.32
H -0.68 -3.98 -2.91
H -1.03 0.71 -4.02
H -2.41 1.46 -1.67
H -0.85 5.51 0.92
H -0.57 -2.34 -0.34
H 0.12 1.85 -1.45
H -0.27 -0.02 2.96
C 2.19 1.26 0.67
H 1.43 -4.39 -1.42
N 1.90 -2.27 1.07
H 2.22 1.29 -0.42
H -0.94 -1.79 -4.04
C -0.33 0.68 -3.18
C 2.41 -0.63 2.44
H -1.16 2.81 3.50
H 0.01 2.80 -2.94
H 1.31 1.79 1.01
C -0.44 1.97 -2.38
H 1.68 -2.62 -1.43
C -1.32 2.64 2.45
H 2.65 -2.55 4.37
H 0.08 -0.52 -1.46
C -1.59 5.06 1.58
C 1.66 -3.52 0.50
C -1.20 0.04 2.39
H -1.62 -0.52 -1.93
C 2.26 -1.99 2.37
H -1.99 -3.01 -2.24
O 1.79 -4.54 1.14
C -0.33 -3.23 -0.92
H -2.02 -0.17 3.08
H 3.07 1.76 1.07
N 1.84 -1.14 0.33
H 3.18 -3.73 3.15
N -1.58 1.55 0.51
H -2.40 2.73 -2.93
H 2.69 -0.05 3.29
C -0.40 -1.85 -3.09
H -0.81 -4.09 -0.44
C -1.90 3.40 -0.98
*
```

=====

ORCA calculation (the ωB97M-V functional and the def2-TZVPD basis) on 2 unconnected molecules or ions with the total composition C20H30N5O7S in a non-equilibrium geometry.

Computed properties:
HOMO: -11.84 eV
Lowest unoccupied orbital energy: -3.4 eV
E: -53840.480 eV
Kohn-Sham gap: 8.5 eV

Geometry as ORCA input:
```
! wB97M-V def2-TZVPD RIJCOSX def2/J DEFGRID3
* xyz 1 1
C -4.96 -0.67 -1.15
N 5.98 -1.07 1.13
N 2.93 -1.27 -0.06
O -3.08 2.99 -1.16
H 7.88 -0.16 1.06
H -0.13 0.49 0.21
C -3.81 2.01 -1.18
H -0.17 0.53 -2.03
C 3.28 0.00 2.09
H -3.24 1.56 -3.20
C 2.91 -2.60 0.03
H 1.22 -0.69 2.05
O -2.53 -2.41 -1.48
H 5.50 -1.69 1.77
O 5.71 0.58 -0.37
H -2.00 -1.10 0.07
H -4.57 -1.98 -3.62
N 0.64 1.15 0.28
H 0.72 1.77 -2.85
H 4.84 -3.39 0.50
H 2.20 3.09 -0.07
H 7.72 -1.65 0.11
C -4.04 1.28 -2.50
H 3.60 -0.85 2.69
H -5.59 -0.56 -3.90
H 3.44 0.71 0.12
C -4.09 -0.27 -2.33
C -4.57 -0.89 -3.67
C 1.15 1.44 1.64
H 3.80 0.88 2.48
C 5.23 -0.22 0.42
O 2.08 -3.21 -0.63
H 1.89 2.25 1.64
H -6.03 0.07 3.33
C 3.71 -0.21 0.63
S -2.49 -1.01 -1.87
H 0.31 1.78 2.25
H 3.86 -2.93 1.94
H -5.00 2.33 3.32
C -5.58 0.46 2.42
C -4.42 2.23 1.25
N 1.83 2.72 -0.92
H 3.48 -4.39 1.01
O -5.63 -1.69 -1.21
H 2.06 3.13 -1.80
H -3.98 3.23 1.26
C -4.99 1.73 2.42
H -3.91 -0.59 -4.49
C -4.42 1.47 0.06
O -1.42 -0.70 -2.83
C -5.58 -0.31 1.25
H -6.04 -1.29 1.27
H 7.83 -1.74 1.88
H 1.63 0.34 3.41
C 7.43 -1.16 1.04
C 1.77 0.21 2.33
O -1.96 -0.30 -0.50
C 3.84 -3.37 0.94
H 2.29 -0.95 -0.77
N 0.47 1.32 -1.99
C 0.97 1.73 -0.86
H -4.98 1.64 -2.92
C -5.00 0.18 0.07
*
```

=====

ORCA calculation (the ωB97M-V functional and the def2-TZVPD basis) on a molecular structure, C20H30NPtSSi in a non-equilibrium geometry.

Computed properties:
HOMO: -10.90 eV
Lowest unoccupied orbital energy: -4.6 eV
E: -44671.884 eV
Kohn-Sham gap: 6.3 eV

Geometry as ORCA input:
```
! wB97M-V def2-TZVPD RIJCOSX def2/J DEFGRID3
* xyz 1 1
C -0.48 2.90 -1.42
H -3.77 2.86 -1.05
C -2.03 5.18 -2.69
H -1.10 5.65 -3.01
H -1.97 -4.07 0.43
H 2.81 -3.89 -0.93
S -0.75 0.17 -1.97
H 3.81 -3.82 1.02
C 1.69 -1.54 2.22
C 2.64 -0.75 3.07
H -1.34 -3.56 -1.14
Si -1.88 3.29 -2.67
H -1.17 -0.99 3.90
C -1.06 -3.93 -0.15
H 2.23 1.85 1.10
H 0.46 -0.56 4.36
C -1.35 2.60 -4.36
H 1.73 4.26 0.78
H 2.91 -1.30 3.97
H -2.48 -2.65 2.38
C 1.82 -4.16 -0.57
C -0.61 -2.06 1.52
H -2.34 -0.91 2.09
N 0.84 1.24 -0.29
C -0.24 -0.57 3.54
C 1.19 3.52 0.22
H -2.61 -2.00 0.74
H -3.43 1.41 -1.98
H -0.60 -4.90 -0.28
C -2.10 -1.89 1.69
H 2.19 0.19 3.38
Pt 0.36 -0.92 -0.20
H -2.30 5.58 -1.72
H -0.43 0.46 3.23
H -2.09 2.85 -5.11
C 1.48 2.18 0.40
H -4.31 2.74 -2.71
C -0.11 -2.98 0.55
C 0.19 3.87 -0.68
H 3.54 -0.51 2.52
H -0.08 4.91 -0.82
H 1.89 -5.13 -0.07
H -0.40 3.03 -4.68
C 2.19 -2.44 1.26
H -2.80 5.48 -3.40
H -1.24 1.52 -4.36
C 0.29 -1.38 2.39
H 4.15 -2.20 0.41
C 1.30 -3.15 0.40
H 4.14 -2.51 2.15
C -3.49 2.49 -2.03
C -0.09 1.59 -1.19
H 1.17 -4.26 -1.43
C 3.65 -2.76 1.21
*
```

=====

ORCA calculation (the ωB97M-V functional and the def2-TZVPD basis) on a molecular structure, C20H31As2N4O2SSeW.

Computed properties:
HOMO (spin up / spin down): -16.64 / -17.30 eV
Lowest unoccupied orbital energy (spin up / spin down): -10.0 / -10.1 eV
E: -230957.648 eV
Kohn-Sham gap (spin up / spin down): 6.6 / 7.2 eV
Expectation value of S²: 2.016

Geometry as ORCA input:
```
! wB97M-V def2-TZVPD RIJCOSX def2/J DEFGRID3
* xyz 3 3
C 1.42 -1.45 2.13
H -4.20 0.72 -2.19
H 0.70 -4.52 4.36
S -0.51 3.44 -1.57
C 2.21 -3.29 3.47
H -3.94 3.10 0.55
H 3.20 -1.35 -0.53
O -2.04 1.60 0.03
H -2.79 -2.71 0.97
H -3.98 -0.39 -0.86
H -3.77 -1.29 1.39
As -1.34 -0.76 1.70
H -0.33 5.53 -0.49
H 3.60 0.37 -0.69
H 0.22 3.46 -3.81
H -5.06 2.33 -0.51
C -0.15 -2.93 3.21
C 2.07 -2.53 -3.75
C -1.74 0.53 3.07
H -2.25 -1.14 -2.30
H 2.68 2.33 1.55
H -3.09 -2.29 2.68
H 2.58 -3.32 -4.29
H 1.13 4.51 -0.23
C 3.36 -0.42 0.01
C -2.15 -0.10 -2.00
O 0.22 2.09 -1.24
H -0.40 4.17 0.66
H 3.03 -3.86 3.88
H 1.50 4.04 -2.68
C 0.04 4.52 -0.27
H 3.23 1.11 2.73
C 0.10 -1.83 2.41
H 2.68 -0.94 -5.03
C 2.38 1.47 2.15
H -1.17 -3.23 3.44
Se 0.18 -3.69 -0.50
C -2.91 -1.90 1.68
H -1.93 0.45 -2.92
C 0.69 -1.71 -1.94
H -2.68 1.03 2.83
W -0.53 0.28 -0.60
N 0.76 -0.42 -2.33
H 4.19 -0.54 0.70
As 1.75 0.07 0.97
H -0.94 1.26 3.14
H 3.50 -1.90 2.47
C 2.47 -2.18 2.67
H -1.84 0.01 4.02
N 1.14 -3.96 -1.93
C 2.13 -1.22 -4.15
C 0.44 4.07 -2.93
N 0.02 -1.93 -0.83
C -3.21 1.51 -0.48
H 0.11 5.09 -3.11
C 1.47 -0.19 -3.42
N -4.13 2.38 -0.13
H 1.55 0.84 -3.74
C -3.48 0.40 -1.43
H 1.58 1.77 2.83
C 0.90 -3.66 3.74
C 1.33 -2.81 -2.57
*
```

=====

ORCA calculation (the ωB97M-V functional and the def2-TZVPD basis) on a molecular structure, C20H31ClFO7Si2 in a non-equilibrium geometry.

Computed properties:
HOMO: -4.22 eV
Lowest unoccupied orbital energy: 2.2 eV
E: -66573.245 eV
Kohn-Sham gap: 6.5 eV

Geometry as ORCA input:
```
! wB97M-V def2-TZVPD RIJCOSX def2/J DEFGRID3
* xyz -1 1
H -1.51 2.86 -0.11
H -3.58 -2.85 5.76
H -3.18 -0.02 4.71
H -5.93 -2.16 0.17
H -1.19 -3.26 5.54
C -1.88 -2.45 3.63
C -2.80 0.46 -0.13
Si -0.11 1.42 -1.73
H 3.89 -0.65 1.96
O 2.05 2.98 -6.15
H -5.92 0.58 -2.64
C -2.86 1.53 -1.17
H -1.93 0.42 0.58
F 0.63 -0.58 1.42
H 3.56 1.88 -2.65
H -1.77 3.38 -1.86
H -7.09 -1.26 -0.96
H -2.24 -3.46 3.37
H 0.57 1.92 0.67
C -3.50 -1.06 4.57
Cl 0.96 -0.88 -4.18
H 5.74 1.16 -1.00
O 0.57 2.15 -3.11
C -3.83 -0.56 0.01
H 5.85 0.10 -3.13
O 3.73 -0.24 -3.04
H -1.01 -2.23 3.02
C -2.96 -1.96 5.67
C -6.04 -1.63 -0.81
O -2.93 -1.52 3.34
C 3.42 1.10 -3.45
H 6.48 0.84 0.99
H -4.02 2.42 -2.85
H 5.29 -1.43 -2.35
C 1.08 1.40 -0.19
Si 1.59 1.13 -4.05
O 5.42 -0.71 -0.04
C 5.84 -0.06 1.17
C -4.96 -0.49 -0.96
H 4.04 1.41 -4.35
H 2.07 1.87 -0.40
H -2.91 -1.46 6.64
H 6.47 -0.79 1.76
C 5.04 -0.33 -2.48
H -3.78 -1.35 0.79
C -1.60 -2.34 5.12
H 4.74 0.60 3.04
C -1.62 2.50 -1.18
H -5.76 -2.40 -1.59
H 4.01 0.70 -0.78
C 1.20 -0.11 0.24
C -3.98 1.61 -2.09
H -4.59 -1.08 4.51
O 0.94 1.12 -6.71
C 4.52 0.29 1.99
O 1.76 -0.84 -0.51
H -0.59 0.06 -1.95
C -5.04 0.57 -1.95
C 1.52 1.82 -5.85
H -0.88 -1.53 5.30
H 4.01 1.14 1.47
C 5.02 0.27 -1.01
*
```

=====

ORCA calculation (the ωB97M-V functional and the def2-TZVPD basis) on a molecular structure, C20H31IrN10O2S4 in a non-equilibrium geometry.

Computed properties:
HOMO (spin up / spin down): -15.91 / -15.91 eV
Lowest unoccupied orbital energy (spin up / spin down): -10.4 / -10.1 eV
E: -86395.531 eV
Relative energy (zero: lowest compared OMol25 entry of this formula, charge and spin): 69.7 kcal per mole
Kohn-Sham gap (spin up / spin down): 5.5 / 5.9 eV
Expectation value of S²: 0.760

Geometry as ORCA input:
```
! wB97M-V def2-TZVPD RIJCOSX def2/J DEFGRID3
* xyz 3 2
H 1.89 3.97 0.40
C 0.14 1.45 3.38
N 1.26 -1.67 1.40
H 0.01 3.03 -2.86
H -4.40 0.66 -4.09
H 3.99 1.76 -2.92
S 1.48 3.58 3.17
H -0.96 0.52 5.93
H 0.53 -3.27 -2.71
C -2.06 -1.14 -1.59
C -0.67 0.34 3.78
C 3.60 -3.07 1.79
H 4.52 -3.62 1.93
C 0.96 -2.45 -0.80
N -3.00 -1.10 -2.52
C -4.61 0.71 -3.02
O 1.86 0.27 -0.50
C -1.64 2.36 -0.75
H -4.60 -0.57 -1.28
H 2.78 0.45 -3.11
N 0.41 1.56 2.02
S 3.14 1.05 -0.84
H 1.43 -1.01 3.35
H -2.64 3.56 -2.02
C 1.76 -2.43 0.41
C 1.27 -3.37 -1.93
H -1.00 1.67 -3.39
H -3.98 1.48 -2.57
C 1.09 2.67 1.75
C 2.93 -3.14 0.58
Ir -0.15 -0.12 0.72
H -2.98 -3.17 2.91
C 3.07 -2.29 2.81
C 1.89 -1.61 2.57
H 4.54 -0.64 0.06
H 3.56 -2.21 3.77
H 0.58 2.56 5.20
C 4.41 -0.21 -0.93
H 2.26 -3.15 -2.34
N -1.08 -0.51 2.75
H 0.96 2.64 -0.25
N -2.38 -2.48 2.48
H -5.04 -1.38 -2.79
N -0.06 -1.67 -0.78
H 2.25 2.11 -2.76
C -1.01 2.72 -3.08
H -2.74 -1.47 -3.42
H -3.31 3.17 0.15
S -2.10 -1.41 4.92
N -0.91 -1.68 -1.82
H 5.34 0.27 -1.23
N -1.88 2.91 -1.93
H 4.12 -0.97 -1.65
H 1.28 -4.41 -1.58
C 3.03 1.37 -2.59
C -4.38 -0.63 -2.35
N -2.48 2.61 0.26
H 3.31 -3.76 -0.23
N 1.43 3.09 0.53
C 0.65 2.44 4.14
O -0.60 1.63 -0.59
C -1.85 -1.49 3.21
C -1.13 0.01 4.99
S -2.43 -0.54 0.03
H -1.38 3.32 -3.91
H -2.32 2.17 1.15
H -5.65 1.01 -2.90
H -2.33 -2.45 1.48
*
```